# C5H15N2O

A cluster of 2 separate species, C5H15N2O in total (ωB97M-V/def2-TZVPD, the Open Molecules 2025 dataset).

For the energy above the lowest of the compared OMol25 structures with the same formula, charge and spin, the calculation gives 55.3 kcal/mol. The molecular weight is 119.19 g/mol. The calculation puts the orbital gap at 8.69 eV. Its net charge is +1.

Structure (XYZ):
```
23
C5H15N2O | the Open Molecules 2025 dataset | ωB97M-V/def2-TZVPD
H -1.83 2.38 0.17
N 0.57 -0.62 -1.42
N -1.75 0.66 1.32
H 2.35 0.42 -1.05
H -1.71 0.94 -0.78
H -0.03 1.21 2.42
O 2.22 -2.62 -1.63
H 3.82 -1.44 -2.14
H 0.23 -0.08 -0.61
C 2.76 -1.58 -1.85
H 1.99 0.25 -2.75
C -1.13 1.23 2.50
H -1.41 0.64 3.37
H -0.35 -0.97 1.29
H -1.46 2.25 2.65
C -1.35 1.40 0.14
H -1.95 -1.32 1.98
C -1.44 -0.75 1.21
C 1.99 -0.28 -1.80
H -0.24 1.50 0.12
H -1.76 -1.15 0.25
H 0.56 -1.62 -1.19
H -0.06 -0.45 -2.20
```